P.
C46H51N8OPRhS2 | ωB97M-V with the def2-TZVPD basis set

As for the expectation value of S²: 6.0444. As for the molecular weight: 930.0 g/mol. The HOMO energy (spin up / spin down) comes out at -2.882 / -4.585 eV.

```
! wB97M-V def2-TZVPD RIJCOSX def2/J DEFGRID3
* xyz -1 5
Rh 1.750 -1.024 0.077
N -2.732 -9.066 4.566
C -2.140 -8.202 4.086
C -1.408 -7.130 3.491
C -0.210 -6.693 4.060
C 0.491 -5.652 3.486
C 0.028 -5.004 2.329
C -1.168 -5.480 1.760
C -1.880 -6.515 2.327
C 0.749 -3.899 1.701
C 1.243 -2.828 2.514
C 1.166 -2.695 3.912
C 1.816 -1.500 4.260
C 2.247 -0.932 3.080
N 1.899 -1.711 2.019
C 0.988 -4.007 0.293
C 0.890 -5.158 -0.514
C 1.357 -4.810 -1.787
C 1.731 -3.475 -1.715
N 1.505 -2.994 -0.473
H 0.172 -7.184 4.946
H 1.434 -5.345 3.915
H -1.536 -5.006 0.860
H -2.807 -6.850 1.880
H 0.686 -3.380 4.591
H 1.961 -1.101 5.252
H 2.785 -0.012 2.915
H 0.567 -6.133 -0.187
H 1.446 -5.453 -2.649
H 2.155 -2.833 -2.474
S 4.415 -1.528 0.182
C 4.383 -0.602 -1.264
C 5.490 -0.070 -1.952
C 5.271 0.747 -3.035
C 3.965 1.040 -3.443
C 2.929 0.463 -2.736
N 3.139 -0.348 -1.705
H 6.490 -0.289 -1.602
H 6.114 1.174 -3.566
H 3.765 1.690 -4.283
H 1.887 0.630 -2.981
C 0.396 7.591 -0.858
C 1.212 8.614 -0.110
O 1.050 9.800 -0.247
S 2.464 8.080 1.046
C 2.376 6.307 1.014
C 3.209 5.574 0.174
C 3.122 4.195 0.130
C 2.203 3.509 0.935
C 1.391 4.256 1.801
C 1.478 5.636 1.840
C 2.063 2.098 0.827
C 1.975 0.899 0.651
H 0.142 8.017 -1.827
H -0.529 7.425 -0.301
H 0.901 6.637 -0.973
H 3.920 6.093 -0.457
H 3.759 3.624 -0.533
H 0.690 3.733 2.439
H 0.844 6.204 2.509
N 0.426 -0.429 -1.204
P -1.091 0.064 -1.146
N -1.288 1.592 -1.780
C -0.560 2.666 -1.086
C -1.176 4.019 -1.413
C -1.472 4.144 -2.921
C -0.726 3.062 -3.693
C -1.211 1.684 -3.255
N -1.766 0.191 0.356
C -1.474 -0.801 1.388
C -1.059 -0.118 2.681
C -2.158 0.832 3.144
C -2.516 1.826 2.041
C -2.841 1.101 0.738
N -1.964 -0.927 -2.144
C -1.466 -2.252 -2.512
C -2.040 -3.330 -1.604
C -3.564 -3.276 -1.611
C -4.051 -1.880 -1.228
C -3.417 -0.824 -2.131
H 0.501 2.635 -1.353
H -0.591 2.472 -0.017
H -0.474 4.790 -1.087
H -2.091 4.157 -0.832
H -1.209 5.138 -3.288
H -2.544 4.019 -3.103
H 0.350 3.159 -3.530
H -0.890 3.156 -4.768
H -0.566 0.899 -3.662
H -2.217 1.521 -3.657
H -0.706 -1.494 1.035
H -2.380 -1.405 1.560
H -0.126 0.423 2.506
H -0.848 -0.879 3.433
H -1.859 1.361 4.051
H -3.052 0.249 3.401
H -1.675 2.506 1.875
H -3.372 2.441 2.332
H -3.020 1.807 -0.072
H -3.764 0.516 0.882
H -0.378 -2.250 -2.463
H -1.755 -2.440 -3.555
H -1.660 -3.158 -0.590
H -1.665 -4.308 -1.911
H -3.986 -4.026 -0.936
H -3.928 -3.518 -2.617
H -3.764 -1.667 -0.193
H -5.140 -1.813 -1.284
H -3.699 0.182 -1.812
H -3.777 -0.948 -3.161
*
```

Here are the Löwdin charges for atoms 1 to 2, given in e: number 1, Rh, carries 1.026; number 2, N, carries 0.125

=====

Q.
C46H51N8OPRhS2 | ωB97M-V with the def2-TZVPD basis set

As for the expectation value of S²: 6.0526. As for the molecular weight: 930.0 g/mol. The HOMO energy (spin up / spin down) comes out at -2.684 / -4.469 eV.

```
! wB97M-V def2-TZVPD RIJCOSX def2/J DEFGRID3
* xyz -1 5
Rh -0.181 -0.836 2.245
N -4.126 -9.738 -0.776
C -3.660 -8.772 -0.357
C -3.078 -7.567 0.163
C -2.957 -7.384 1.540
C -2.398 -6.222 2.035
C -1.947 -5.207 1.180
C -2.067 -5.420 -0.202
C -2.625 -6.575 -0.708
C -1.340 -3.972 1.687
C -2.045 -3.216 2.674
C -3.237 -3.544 3.337
C -3.509 -2.505 4.243
C -2.505 -1.573 4.078
N -1.626 -1.982 3.119
C -0.022 -3.672 1.231
C 0.837 -4.530 0.521
C 2.091 -3.906 0.468
C 1.953 -2.698 1.130
N 0.685 -2.546 1.588
H -3.289 -8.163 2.214
H -2.282 -6.095 3.102
H -1.720 -4.647 -0.874
H -2.722 -6.715 -1.777
H -3.837 -4.422 3.171
H -4.333 -2.437 4.934
H -2.368 -0.642 4.603
H 0.589 -5.513 0.157
H 2.995 -4.287 0.020
H 2.696 -1.941 1.312
S 1.226 1.212 4.420
C -0.389 1.658 3.938
C -0.989 2.811 4.456
C -2.280 3.129 4.087
C -2.946 2.327 3.172
C -2.287 1.225 2.668
N -1.054 0.888 3.056
H -0.426 3.435 5.136
H -2.757 4.010 4.497
H -3.954 2.548 2.849
H -2.718 0.563 1.930
C 5.962 5.261 -0.176
C 7.151 4.712 -0.920
O 7.968 5.416 -1.457
S 7.439 2.947 -0.974
C 6.035 2.256 -0.143
C 4.859 1.998 -0.845
C 3.757 1.489 -0.189
C 3.818 1.196 1.181
C 5.012 1.416 1.870
C 6.109 1.948 1.212
C 2.658 0.679 1.819
C 1.570 0.185 2.122
H 5.667 6.190 -0.658
H 6.286 5.487 0.841
H 5.126 4.569 -0.121
H 4.810 2.216 -1.904
H 2.829 1.306 -0.718
H 5.066 1.179 2.923
H 7.028 2.136 1.752
N -0.796 -0.185 0.408
P -0.656 0.676 -0.855
N -0.090 2.240 -0.664
C -0.051 2.921 0.620
C 1.077 3.940 0.650
C 0.906 5.016 -0.436
C 0.041 4.497 -1.590
C 0.298 3.016 -1.836
N -2.101 0.910 -1.705
C -2.803 -0.329 -2.039
C -3.837 -0.073 -3.131
C -4.662 1.196 -2.836
C -4.441 1.655 -1.400
C -2.967 1.972 -1.172
N 0.328 0.004 -2.033
C 0.191 0.143 -3.477
C 0.421 -1.204 -4.150
C 1.868 -1.665 -3.937
C 2.376 -1.239 -2.549
C 1.231 -1.057 -1.569
H 0.113 2.172 1.384
H -1.007 3.424 0.844
H 2.020 3.408 0.508
H 1.121 4.391 1.643
H 1.887 5.311 -0.819
H 0.454 5.918 -0.017
H 0.230 5.065 -2.504
H -1.018 4.625 -1.349
H 1.362 2.865 -2.079
H -0.273 2.674 -2.702
H -3.265 -0.773 -1.150
H -2.063 -1.054 -2.381
H -4.488 -0.947 -3.210
H -3.328 0.031 -4.091
H -5.724 1.021 -3.023
H -4.357 2.005 -3.507
H -4.773 0.880 -0.705
H -5.030 2.549 -1.179
H -2.784 2.136 -0.103
H -2.729 2.912 -1.685
H 0.915 0.869 -3.879
H -0.803 0.531 -3.703
H 0.187 -1.138 -5.215
H -0.271 -1.929 -3.715
H 2.504 -1.229 -4.712
H 1.933 -2.748 -4.052
H 2.928 -0.296 -2.628
H 3.068 -1.978 -2.144
H 1.611 -0.789 -0.585
H 0.697 -2.005 -1.425
*
```

Here are the Löwdin charges for atoms 1 to 2, given in e: number 1, Rh, carries 1.081; number 2, N, carries 0.124

=====

It is Q that is the least stable of them.

=====

P.
C4H7N2 | ωB97M-V with the def2-TZVPD basis set

As for the expectation value of S²: 2.0368. As for the molecular weight: 83.1 g/mol. The HOMO energy (spin up / spin down) comes out at -12.401 / -15.191 eV.

```
! wB97M-V def2-TZVPD RIJCOSX def2/J DEFGRID3
* xyz 1 3
C 1.387 0.416 -0.481
C -1.444 0.846 0.375
C -1.283 -0.370 -0.392
C 0.180 -0.241 -0.600
N 2.197 -0.081 0.375
N -0.378 -1.264 0.260
H 1.405 1.202 -1.260
H -1.949 1.710 -0.162
H -1.106 1.124 1.391
H -1.793 -0.525 -1.316
H 3.031 0.447 0.587
H -0.111 -1.035 1.186
H -0.137 -2.230 0.037
*
```

Here are the Löwdin charges for atoms 1 to 2, given in e: number 1, C, carries -0.194; number 2, C, carries 0.089

=====

Q.
C4H7N2 | ωB97M-V with the def2-TZVPD basis set

As for the expectation value of S²: 2.0154. As for the molecular weight: 83.1 g/mol. The HOMO energy (spin up / spin down) comes out at -11.926 / -16.412 eV.

```
! wB97M-V def2-TZVPD RIJCOSX def2/J DEFGRID3
* xyz 1 3
C 1.872 0.697 0.227
C 0.587 -1.115 -0.165
C -0.255 0.060 -0.388
C -1.556 0.278 0.306
N 1.759 -0.694 0.130
N 0.685 1.124 -0.072
H 0.232 -2.112 -0.487
H -0.374 -0.052 -1.482
H -2.302 0.984 -0.161
H -1.547 0.699 1.347
H -2.022 -0.698 0.324
H 2.554 -1.290 0.388
H 0.367 2.119 0.033
*
```

Here are the Löwdin charges for atoms 1 to 2, given in e: number 1, C, carries 0.170; number 2, C, carries -0.029

=====

It is P that is the least stable of them.

=====

P.
C14H16O | ωB97M-V with the def2-TZVPD basis set

As for the molecular weight: 200.3 g/mol. The HOMO energy comes out at -8.309 eV.

```
! wB97M-V def2-TZVPD RIJCOSX def2/J DEFGRID3
* xyz 0 1
C 1.240 3.339 1.813
C 0.159 2.741 0.930
C -0.229 3.441 -0.198
C -1.180 2.879 -1.058
C -1.862 1.739 -0.687
O -2.826 1.187 -1.467
C -1.577 1.149 0.540
C -0.521 1.581 1.304
H 0.917 3.151 2.839
H 1.231 4.430 1.778
H 2.238 2.998 1.567
H 0.218 4.384 -0.481
H -1.338 3.334 -2.030
H -3.086 1.746 -2.205
H -2.305 0.441 0.904
H -0.243 1.041 2.200
C 2.534 -3.552 0.195
C 1.243 -2.892 -0.209
C 0.872 -2.862 -1.554
C -0.356 -2.297 -1.883
C -1.155 -1.688 -0.931
C -0.802 -1.707 0.412
C 0.414 -2.302 0.737
H 2.301 -4.277 0.982
H 3.315 -2.863 0.501
H 2.934 -4.207 -0.581
H 1.342 -3.524 -2.270
H -0.733 -2.422 -2.891
H -1.995 -1.088 -1.261
H -1.434 -1.409 1.231
H 0.684 -2.492 1.772
*
```

Here are the Löwdin charges for atoms 1 to 2, given in e: number 1, C, carries -0.055; number 2, C, carries -0.283

=====

Q.
C14H16O | ωB97M-V with the def2-TZVPD basis set

As for the molecular weight: 200.3 g/mol. The HOMO energy comes out at -8.831 eV.

```
! wB97M-V def2-TZVPD RIJCOSX def2/J DEFGRID3
* xyz 0 1
C 2.523 2.187 1.488
C 2.080 0.759 1.205
C 2.590 -0.040 0.169
C 2.099 -1.349 0.037
C 1.296 -1.882 1.041
O 1.099 -3.264 0.977
C 0.663 -1.086 1.946
C 1.049 0.259 1.985
H 2.315 2.742 0.573
H 3.564 2.360 1.771
H 2.017 2.541 2.389
H 3.199 0.562 -0.496
H 2.257 -1.841 -0.917
H 0.215 -3.434 0.654
H -0.096 -1.438 2.634
H 0.561 0.969 2.644
C -0.285 0.869 -2.526
C -1.292 0.361 -1.556
C -1.216 0.640 -0.212
C -2.265 0.123 0.586
C -3.328 -0.566 0.068
C -3.462 -0.736 -1.322
C -2.378 -0.380 -2.095
H -0.301 1.938 -2.816
H -0.331 0.440 -3.536
H 0.770 0.653 -2.367
H -0.378 1.123 0.259
H -2.172 0.099 1.672
H -4.071 -1.067 0.668
H -4.408 -0.996 -1.764
H -2.311 -0.546 -3.158
*
```

Here are the Löwdin charges for atoms 1 to 2, given in e: number 1, C, carries -0.050; number 2, C, carries -0.300

=====

R.
C14H16O | ωB97M-V with the def2-TZVPD basis set

As for the molecular weight: 200.3 g/mol. The HOMO energy comes out at -8.274 eV.

```
! wB97M-V def2-TZVPD RIJCOSX def2/J DEFGRID3
* xyz 0 1
C 0.250 -1.929 4.919
C 0.431 -0.985 3.735
C 1.671 -0.880 3.116
C 1.962 -0.146 2.015
C 0.799 0.402 1.355
O 1.164 0.992 0.136
C -0.465 0.319 1.929
C -0.632 -0.576 2.968
H 0.184 -2.954 4.634
H -0.764 -1.675 5.449
H 1.014 -1.802 5.771
H 2.406 -1.603 3.665
H 2.988 0.119 1.753
H 0.263 1.071 -0.333
H -1.334 0.764 1.433
H -1.641 -0.987 3.370
C 0.910 -1.233 -3.435
C -0.170 -0.168 -3.227
C 0.167 1.201 -3.411
C -0.742 2.161 -2.924
C -1.991 1.718 -2.423
C -2.318 0.362 -2.306
C -1.389 -0.612 -2.795
H 1.038 -1.336 -4.571
H 0.640 -2.310 -2.953
H 1.842 -0.904 -3.018
H 1.278 1.450 -3.540
H -0.405 3.179 -2.893
H -2.634 2.608 -2.164
H -3.395 0.248 -1.900
H -1.690 -1.609 -2.890
*
```

Here are the Löwdin charges for atoms 1 to 2, given in e: number 1, C, carries -0.078; number 2, C, carries -0.320

=====

S.
C14H16O | ωB97M-V with the def2-TZVPD basis set

As for the molecular weight: 200.3 g/mol. The HOMO energy comes out at -8.228 eV.

```
! wB97M-V def2-TZVPD RIJCOSX def2/J DEFGRID3
* xyz 0 1
C -3.760 1.446 1.749
C -3.042 1.665 0.458
C -3.352 2.773 -0.366
C -2.515 3.018 -1.427
C -1.444 2.141 -1.607
O -0.464 2.580 -2.484
C -1.326 0.890 -1.008
C -2.263 0.628 -0.032
H -4.833 1.543 1.526
H -3.485 2.061 2.607
H -3.634 0.439 2.175
H -4.241 3.345 -0.055
H -2.610 3.727 -2.237
H 0.346 2.104 -2.247
H -0.667 0.181 -1.477
H -2.207 -0.302 0.563
C 1.386 -2.047 -1.533
C 2.292 -2.032 -0.317
C 3.545 -1.430 -0.422
C 4.277 -1.183 0.745
C 3.886 -1.742 1.948
C 2.664 -2.371 1.948
C 1.782 -2.637 0.865
H 0.724 -1.182 -1.493
H 0.634 -2.836 -1.387
H 1.867 -2.212 -2.480
H 3.880 -0.915 -1.332
H 5.097 -0.485 0.609
H 4.422 -1.508 2.876
H 2.311 -2.857 2.846
H 0.731 -2.802 0.988
*
```

Here are the Löwdin charges for atoms 1 to 2, given in e: number 1, C, carries -0.073; number 2, C, carries -0.297

=====

It is R that is the least stable of them.